C36H33N4OsSi | ωB97M-V/def2-TZVPD

Summary:
2S+1: 5
Frontier orbital gap (alpha / beta), eV: 5.825 / 5.897
Expectation value of S²: 6.051
Total charge: +3
E_HOMO (alpha / beta), Eh: -0.545 / -0.617
Molecular weight, g/mol: 740.0

The geometry in XYZ format:
```
75
Properties=species:S:1:pos:R:3:forces:R:3
Os -0.615398 1.058824 0.299944 -0.1 1.4 -0.1
C -3.210262 2.080484 -0.665138 -0.1 -0.2 0.0
N -1.799312 2.542533 -0.816919 -0.1 -0.3 0.1
C -1.457070 2.524653 -2.261865 0.1 -0.1 -0.3
C 0.010383 2.328191 -2.524525 0.1 0.1 -0.1
C 0.554586 2.588229 -3.772615 0.0 0.1 0.1
C 1.901011 2.335527 -3.979444 0.0 0.0 0.0
C 2.671023 1.865094 -2.922067 0.0 0.0 0.1
C 2.054440 1.624786 -1.712505 0.1 0.0 0.0
N 0.743164 1.827840 -1.525393 -0.5 -0.4 0.3
C -1.547724 3.863648 -0.176306 0.1 0.2 0.2
C -0.283064 3.936126 0.652983 0.0 0.2 0.0
C 0.273782 5.164017 0.960764 0.0 -0.1 0.0
C 1.377243 5.219352 1.800115 0.0 -0.1 0.0
C 1.893691 4.039877 2.325265 -0.1 0.1 -0.1
C 1.289034 2.849658 1.989233 0.1 0.0 0.2
N 0.228318 2.794594 1.159935 0.0 -0.4 0.0
C -3.281108 0.575578 -0.782237 -0.1 0.1 -0.1
C -4.235152 -0.064633 -1.536458 0.0 0.0 0.1
C -4.297252 -1.458128 -1.497696 0.1 0.0 0.1
C -3.451198 -2.148452 -0.646735 -0.1 0.0 0.0
C -2.502294 -1.455113 0.090962 0.3 -0.1 0.0
N -2.380913 -0.119067 -0.032603 0.8 0.1 -0.1
H -3.865407 2.555344 -1.398519 0.0 0.0 0.0
H -3.572123 2.354817 0.327771 0.1 0.1 0.0
H -1.815262 3.436933 -2.745872 0.0 0.0 0.1
H -1.990260 1.690782 -2.726809 -0.1 0.0 0.1
H -0.069153 2.980604 -4.565572 0.0 0.0 0.0
H 2.351369 2.506391 -4.948268 0.0 0.0 0.0
H 3.730550 1.682160 -3.032221 0.0 0.0 0.0
H 2.620509 1.267842 -0.859534 0.0 -0.1 0.0
H -2.375468 4.081434 0.502543 -0.1 0.0 -0.1
H -1.536204 4.660253 -0.921649 0.0 -0.1 0.0
H -0.156210 6.068914 0.552037 0.0 0.0 0.0
H 1.827524 6.171285 2.049713 0.0 0.0 0.0
H 2.750790 4.045228 2.983154 0.0 0.0 0.0
H 1.636970 1.910168 2.397839 0.0 0.0 -0.1
H -4.929880 0.504967 -2.138944 0.0 0.0 0.0
H -5.011148 -1.988184 -2.114514 0.0 0.0 0.0
H -3.509752 -3.224079 -0.551737 0.0 0.0 0.0
H -0.620048 -1.688327 1.075350 0.0 0.0 0.1
C -2.306651 -4.123759 3.143256 0.0 -0.1 0.1
C -1.766989 -4.525793 1.903589 0.0 0.0 0.0
C -1.483970 -3.621601 0.931040 0.1 0.1 -0.1
C -1.661418 -2.164070 1.147218 -0.6 -0.3 0.2
C -2.237437 -1.811985 2.477353 0.1 0.0 0.0
C -2.533154 -2.761466 3.405446 0.0 0.1 0.0
Si 0.942536 -0.716301 0.584940 0.7 -1.1 -0.6
C 2.288858 -1.088555 1.819499 -0.8 0.3 -0.1
C 3.358935 -0.208009 2.011377 0.0 0.0 -0.1
C 4.409407 -0.566275 2.839220 0.0 0.0 0.0
C 4.388559 -1.792070 3.493308 0.0 0.0 0.0
C 3.330771 -2.672966 3.305021 0.0 0.0 0.1
C 2.272577 -2.320430 2.483898 0.0 0.0 -0.1
C 1.087729 -1.789251 -0.923971 -0.1 0.5 0.3
C 0.209749 -1.580230 -2.002350 0.0 0.0 0.1
C 0.339503 -2.303518 -3.170974 -0.1 0.0 -0.1
C 1.350710 -3.255301 -3.281135 0.0 0.0 0.0
C 2.214891 -3.487670 -2.218695 0.0 -0.1 -0.1
C 2.086920 -2.764089 -1.044621 0.0 0.1 0.1
H -2.553422 -4.863597 3.891386 0.0 0.0 0.0
H -1.587998 -5.578364 1.726472 0.0 0.0 0.0
H -1.079101 -3.936472 -0.024400 0.0 0.0 0.0
H -2.418706 -0.762592 2.679015 0.0 0.0 0.0
H -2.952863 -2.466776 4.358403 0.0 0.0 0.0
H 3.393028 0.745663 1.493175 0.0 0.0 0.0
H 5.243822 0.107740 2.979299 0.0 0.0 0.0
H 5.192938 -2.059354 4.165391 0.0 0.0 -0.1
H 3.332804 -3.633984 3.801392 0.0 0.0 0.0
H 1.441673 -3.006644 2.357798 0.0 0.0 0.0
H -0.584921 -0.841701 -1.915217 0.0 0.0 -0.1
H -0.339991 -2.138258 -3.997151 0.0 0.0 0.0
H 1.458456 -3.817114 -4.199574 0.0 0.0 0.0
H 2.993439 -4.233250 -2.308525 0.0 0.0 0.0
H 2.766618 -2.952131 -0.222346 0.0 0.0 0.0
```
Forces are in eV/Å.

---

C36H33N6O11Rb | ωB97M-V/def2-TZVPD

Summary:
Frontier orbital gap, eV: 3.045
Total charge: -2
E_HOMO, Eh: 0.025
Molecular weight, g/mol: 811.2

The geometry in XYZ format:
```
87
Properties=species:S:1:pos:R:3:forces:R:3
Rb -0.275128 -0.501934 -0.994971 0.4 0.2 0.2
O 2.210430 -4.327544 1.699053 0.7 -1.2 0.2
C 1.679317 -3.480910 0.823642 -1.9 3.0 -0.5
O 0.605956 -2.897870 0.990246 2.7 -1.8 -0.7
C 2.724540 -3.247695 -0.297038 0.0 1.3 0.0
O 2.646648 -1.916335 -0.852784 -0.1 -1.6 0.5
C 3.324182 -1.777941 -2.133311 -1.1 -0.4 1.4
C 2.410656 -1.133633 -3.239880 1.0 -1.7 0.9
O 3.170018 -0.673570 -4.104537 -0.3 0.8 -1.2
O 1.178913 -1.301185 -3.180981 0.5 0.3 -0.4
H 1.553116 -4.644062 2.319888 -0.5 0.3 0.3
H 2.647115 -4.023834 -1.063168 -0.5 0.0 -0.2
H 3.712717 -3.439448 0.151649 -0.1 0.3 0.1
H 3.631335 -2.795438 -2.408374 0.0 0.3 -0.6
H 4.214162 -1.180231 -1.971352 0.1 0.2 -0.1
C -2.062124 -4.510261 -3.180795 -0.3 -0.3 0.5
C -2.998383 -5.149453 -2.360852 0.0 0.1 -0.2
C -3.341400 -4.562029 -1.142824 0.5 0.0 -0.8
C -2.754246 -3.316819 -0.838873 -0.2 0.5 0.7
N -1.846363 -2.710708 -1.620971 -0.2 -1.1 -0.3
C -1.486075 -3.332373 -2.727225 -0.2 -0.1 -0.7
C -3.093359 -2.549201 0.380081 -2.0 -0.3 1.8
C -4.144239 -2.861287 1.260610 -0.3 -1.2 -0.4
C -4.295624 -2.191194 2.462602 -0.6 0.0 1.3
C -3.427706 -1.149548 2.834139 0.4 0.4 -0.2
C -2.460171 -0.708679 1.876590 -2.8 -0.4 3.2
C -2.418038 -1.439507 0.767912 3.4 0.6 -4.2
H -1.782114 -4.911198 -4.140741 0.1 -0.2 -0.1
H -3.437241 -6.092657 -2.718024 0.1 0.4 0.4
H -4.033593 -5.035529 -0.456893 0.1 0.1 0.0
H -0.729654 -2.856058 -3.339851 0.2 0.2 0.1
H -4.853293 -3.673155 1.090905 -0.3 -0.1 -0.2
H -5.122617 -2.543018 3.143714 0.9 0.5 -0.6
H -3.503141 -0.659649 3.815859 -0.1 -0.3 -0.2
H -1.855498 0.150849 2.101782 -0.1 0.2 -0.2
C 2.540363 5.220735 2.264370 0.2 -0.6 -0.9
C 2.838476 3.870379 2.072953 0.2 0.0 -0.1
C 2.534229 3.237160 0.862944 0.3 -0.7 0.1
C 1.906996 3.977612 -0.142458 0.6 0.7 0.0
C 1.544719 5.299937 0.068450 0.1 0.7 0.1
C 1.922849 5.930622 1.248991 -0.7 0.8 0.0
N 1.789953 3.405387 -1.424592 -2.3 -0.3 -1.6
N 0.900227 3.934606 -2.179135 1.1 -0.4 2.6
C 0.550199 3.151525 -3.288512 0.0 -1.1 -0.9
C 1.385172 2.126305 -3.740407 -0.7 0.5 0.1
C 0.916064 1.294925 -4.738696 0.2 0.1 -0.6
C -0.276863 1.621088 -5.360609 -0.5 0.6 0.2
C -1.036030 2.673446 -4.831820 0.1 -0.7 -0.5
N -0.683525 3.379928 -3.782339 1.2 0.9 0.6
H 2.869667 5.761034 3.121914 0.1 0.1 0.7
H 3.415576 3.346286 2.832061 -0.3 -0.1 -0.1
H 2.797645 2.161823 0.692605 -0.3 1.2 0.1
H 1.034364 5.822734 -0.747270 0.3 -0.1 0.4
H 1.740898 7.011465 1.425363 0.0 -0.8 -0.4
H 2.345604 2.012490 -3.276914 0.2 -0.3 0.0
H 1.517692 0.452115 -5.042618 0.1 0.0 0.0
H -0.648622 1.118716 -6.247003 0.1 -0.2 0.2
H -1.994880 2.935686 -5.268892 -0.1 -0.1 0.0
C -5.658641 1.431967 -2.721782 -0.1 0.2 0.6
O -4.287988 0.992547 -2.904473 -1.4 0.1 -0.2
C -3.317253 1.475639 -2.125295 1.4 0.5 1.1
O -2.166985 1.062775 -2.197567 -1.7 0.5 -0.4
N -3.679517 2.455999 -1.230215 -0.6 0.6 -0.1
N -2.633775 3.066451 -0.463822 -1.4 -0.3 0.6
H -6.203232 0.866367 -3.480034 0.0 0.1 0.2
H -5.801161 2.527109 -2.918834 0.3 -0.8 0.0
H -6.099668 1.234522 -1.688016 0.9 -0.1 -1.2
H -4.525698 3.052468 -1.357859 1.4 -0.9 0.0
H -2.689195 2.627901 0.479636 0.6 0.2 -1.0
H -1.788887 2.780702 -0.937622 0.4 -0.1 0.2
O -0.571934 1.204024 3.225956 -0.2 0.5 0.5
C 0.333480 0.774463 2.498918 -0.2 0.4 -0.9
O 0.380324 0.801656 1.239724 0.4 0.1 0.6
C 1.519327 0.196470 3.232814 0.1 0.1 1.3
C 2.615325 -0.348019 2.590850 -0.9 -0.4 -1.2
C 3.693500 -0.854268 3.274866 1.6 -0.2 1.1
C 3.672904 -0.771937 4.668116 -0.1 -0.1 -0.3
O 4.639642 -1.236801 5.590307 -0.9 0.1 -0.4
C 4.002710 -1.155923 6.858423 -0.7 0.4 -0.3
O 2.672241 -0.593746 6.686281 0.8 0.1 0.4
C 2.554406 -0.289265 5.342633 0.4 -0.7 -1.0
C 1.471933 0.228950 4.646518 0.3 -0.2 0.4
H 2.516949 -0.528247 1.508430 0.2 0.5 0.4
H 4.563647 -1.268452 2.739743 -0.5 0.1 0.4
H 4.590677 -0.493454 7.503172 -0.1 -0.1 0.0
H 3.900949 -2.155416 7.296806 0.0 0.1 0.0
H 0.596085 0.612661 5.178690 0.3 -0.2 -0.5
```
Forces are in eV/Å.

---

C36H33N6RuS4Sb | ωB97M-V/def2-TZVPD

Summary:
2S+1: 2
Frontier orbital gap (alpha / beta), eV: 6.034 / 5.265
Expectation value of S²: 0.772
Total charge: +1
E_HOMO (alpha / beta), Eh: -0.361 / -0.362
Molecular weight, g/mol: 900.8

The geometry in XYZ format:
```
81
Properties=species:S:1:pos:R:3:forces:R:3
Ru 1.343863 0.131369 -0.342480 -0.2 -0.2 -0.3
C 2.659125 -1.521937 4.923181 0.0 0.0 0.0
C 3.361550 -0.288942 4.374432 0.0 0.0 0.0
N 3.921933 -0.491723 3.043161 0.0 -0.1 -0.1
C 3.239301 -0.460605 1.896087 0.0 0.0 0.0
S 1.548811 0.015982 1.934198 0.1 0.0 0.1
N 3.883180 -0.816860 0.801128 -0.1 0.1 0.0
N 3.138581 -0.674797 -0.324883 -0.1 -0.6 0.1
C 3.637282 -1.084113 -1.460009 -0.1 0.2 0.0
C 4.947628 -1.782189 -1.569703 0.0 0.1 0.0
C 2.842306 -0.754387 -2.644190 -0.1 0.0 0.0
C 3.307938 -0.945875 -3.938317 -0.1 0.0 0.1
C 2.529506 -0.524715 -5.003176 0.0 0.0 0.0
C 1.307115 0.074633 -4.751469 0.0 0.0 -0.1
C 0.893913 0.229026 -3.441012 -0.1 -0.1 0.0
N 1.634174 -0.180964 -2.410469 0.3 0.1 0.1
H 2.224559 -1.300444 5.897739 0.0 0.0 0.0
H 3.357701 -2.350692 5.041775 0.0 0.0 0.0
H 1.853438 -1.836462 4.258950 0.0 0.0 0.0
H 4.192669 -0.000985 5.016842 0.0 0.0 0.0
H 2.680011 0.561232 4.333845 0.0 0.0 0.0
H 4.870819 -0.825661 2.964746 0.0 0.0 0.0
H 5.263586 -2.146451 -0.598197 0.0 0.0 0.0
H 5.717017 -1.102541 -1.944750 0.0 0.0 0.0
H 4.864955 -2.614651 -2.268417 0.0 0.0 0.0
H 4.271542 -1.404236 -4.102810 0.0 0.0 0.0
H 2.879347 -0.657785 -6.017694 0.0 0.0 0.0
H 0.674302 0.428282 -5.552379 0.0 0.0 0.0
H -0.054722 0.688729 -3.196806 0.0 0.0 0.0
C -0.041856 -6.707573 0.318371 0.0 0.0 0.0
C 0.796931 -5.859570 1.029341 0.0 0.0 0.0
C 0.713069 -4.487993 0.842358 0.1 0.0 0.0
C -0.219749 -3.968833 -0.051158 0.1 0.1 0.0
C -1.060454 -4.815284 -0.764487 -0.1 0.0 0.0
C -0.966550 -6.187310 -0.575652 0.0 0.0 0.0
Sb -0.401353 -1.881642 -0.224304 -0.1 0.7 0.0
C -1.628576 -1.304307 1.390942 0.1 -0.1 0.1
C -1.868058 0.054797 1.589984 0.1 0.1 -0.1
C -2.594423 0.484545 2.689665 0.0 0.0 0.0
C -3.082155 -0.447241 3.597046 0.0 0.0 0.0
C -2.844416 -1.800490 3.403517 0.0 0.0 0.0
C -2.113326 -2.232590 2.304503 0.0 0.0 0.0
C -1.670430 -1.537848 -1.884841 0.1 -0.3 -0.1
C -2.727123 -0.636892 -1.813757 0.0 0.0 0.1
C -3.473720 -0.351580 -2.949622 0.0 0.0 0.0
C -3.178127 -0.972394 -4.155138 0.0 0.0 0.0
C -2.131083 -1.881679 -4.228999 0.0 0.0 0.0
C -1.374195 -2.155473 -3.099432 0.1 0.0 0.0
H 0.024668 -7.777500 0.463184 0.0 0.0 0.0
H 1.516358 -6.265072 1.728053 0.0 0.0 0.0
H 1.373395 -3.830980 1.398522 0.0 0.0 0.0
H -1.796878 -4.417991 -1.453367 0.0 0.0 0.0
H -1.621776 -6.848995 -1.126402 0.0 0.0 0.0
H -1.478823 0.797518 0.894103 0.0 -0.1 0.0
H -2.767001 1.541910 2.843083 0.0 0.0 0.0
H -3.644331 -0.115241 4.459577 0.0 0.0 0.0
H -3.224808 -2.524663 4.111674 0.0 0.0 0.0
H -1.929394 -3.292517 2.168097 0.0 0.0 0.0
H -2.984810 -0.158287 -0.875969 0.0 0.0 0.0
H -4.294133 0.351028 -2.887457 0.0 0.0 0.0
H -3.769559 -0.754638 -5.034517 0.0 0.0 0.0
H -1.903241 -2.375545 -5.164756 0.0 0.0 0.0
H -0.550113 -2.858683 -3.175009 0.0 0.0 0.0
S -1.000481 4.909135 3.704086 0.0 0.0 0.0
C -0.537088 4.467064 2.187642 0.0 -0.1 0.1
S 0.569646 3.124219 1.979049 -0.1 0.1 0.0
C 0.411015 3.270360 0.260316 0.1 -0.1 0.0
N -0.355833 4.224417 -0.116088 0.1 0.0 0.0
N -0.880271 4.914626 0.944263 0.1 0.0 0.0
C -1.733299 6.017218 0.586059 -0.1 0.0 0.0
C -2.114674 6.981980 1.510099 0.1 0.0 0.0
C -2.926032 8.031689 1.100706 0.0 0.0 0.0
C -3.358643 8.130718 -0.209602 0.0 0.0 0.0
C -2.970286 7.162776 -1.124519 0.0 0.0 0.0
C -2.162248 6.108928 -0.737419 -0.1 0.0 0.0
S 1.128999 2.263604 -1.001895 -0.2 0.1 0.2
H -1.785401 6.927814 2.532157 0.0 0.0 0.0
H -3.215040 8.778574 1.827934 0.0 0.0 0.0
H -3.987395 8.954652 -0.518500 0.0 0.0 0.0
H -3.296511 7.224669 -2.154226 0.0 0.0 0.0
H -1.861815 5.364316 -1.456567 0.0 0.0 0.0
```
Forces are in eV/Å.